#P
14
Properties=species:S:1:pos:R:3 method="wB97M-V/def2-TZVPD" smiles="C=CCCN" gap_ev=10.27 e_lumo_ev=1.18
C 0.87413 0.29854 -1.00144
C 0.84669 -0.17724 0.40563
C -0.30936 -1.05584 0.82978
C -1.38995 -0.61497 1.50206
N 0.05293 1.47182 -1.27597
H 1.86765 0.60415 -1.35922
H 0.52369 -0.51589 -1.67230
H 1.65141 -0.86739 0.68622
H 0.94256 0.66186 1.11274
H -0.45771 -2.02617 0.34833
H -1.68794 0.42832 1.56982
H -1.97574 -1.26703 2.15174
H -0.01571 1.80588 -2.22538
H -0.92264 1.25396 -1.07202

#Q
14
Properties=species:S:1:pos:R:3 method="wB97M-V/def2-TZVPD" smiles=C[C@@H]1CCN1 gap_ev=9.96 e_lumo_ev=1.20
C -0.22986 1.42109 0.75493
C 0.08669 0.54840 -0.47083
C -0.79578 -0.66984 -0.59247
C 0.41980 -1.48769 -0.12415
H -0.43131 0.87280 1.66902
H -1.14986 2.06405 0.56208
H 0.56554 2.17855 0.87110
H 0.12144 1.19248 -1.40937
H -1.60958 -0.72781 0.11954
H -1.21502 -0.90954 -1.58435
H 0.74145 -2.30773 -0.79344
H 0.30418 -1.82770 0.91299
H 1.90075 -0.02823 0.41228
N 1.29157 -0.31882 -0.32735

#R
14
Properties=species:S:1:pos:R:3 method="wB97M-V/def2-TZVPD" gap_ev=9.54 e_lumo_ev=0.94
C -1.99272 -0.00077 0.26596
C -0.60685 -0.74460 0.44802
C 0.50340 0.08088 0.05581
C 1.88635 -0.57420 -0.32175
N 0.62282 1.52643 -0.22588
H -2.51991 -0.13168 -0.72339
H -1.70147 1.05232 0.36936
H -2.69352 -0.33835 1.01798
H -0.61538 -1.75909 0.44698
H 1.85696 -1.19228 -1.22627
H 2.61539 0.27311 -0.44710
H 2.31741 -1.23772 0.42122
H -0.19565 0.87425 -0.66085
H 0.52318 2.17170 0.57991

#S
14
Properties=species:S:1:pos:R:3 method="wB97M-V/def2-TZVPD" smiles=C1CCNC1 gap_ev=9.60 e_lumo_ev=1.22
C 0.68981 0.48973 -0.97365
N 0.03205 1.34513 0.02241
C -0.40375 0.48370 1.12678
C -0.29152 -0.95752 0.58959
C -0.22483 -0.74175 -0.93897
H 0.71408 0.97870 -1.94592
H 1.64466 0.12021 -0.62005
H 0.42535 2.21992 0.35291
H 0.20563 0.55010 2.02639
H -1.44904 0.74109 1.31541
H -1.13648 -1.56691 0.91892
H 0.58168 -1.49262 0.96874
H 0.43055 -1.44933 -1.46894
H -1.21818 -0.72046 -1.37361

Name the most stable of them. #S.

#P
20
Properties=species:S:1:pos:R:3 method="wB97M-V/def2-TZVPD" charge=+1 gap_ev="7.38 / 7.38" e_lumo_ev="-5.84 / -5.84"
C -0.86724 -1.17442 -0.59649
C -0.06751 0.16521 0.37229
C 1.16744 0.77566 -0.04095
C -1.23783 1.15452 0.44047
C 1.17091 2.13149 -0.53790
N -1.43883 -0.97417 -1.64258
N -0.33728 -2.32492 -0.15693
N 0.48603 -2.30249 1.05269
I 3.00317 -0.18573 0.16552
H 0.08451 -0.43613 1.32529
H -2.29339 0.69035 0.34914
H -1.17234 1.86166 -0.34996
H -1.09897 1.64035 1.45134
H 2.15994 2.49116 -0.74229
H 0.74469 3.04878 0.06754
H 0.64548 2.23664 -1.58065
H -1.84192 -0.18382 -1.91581
H -0.93115 -3.14211 -0.21887
H 1.46492 -2.47013 0.77076
H 0.35937 -3.00191 1.78735

#Q
20
Properties=species:S:1:pos:R:3 method="wB97M-V/def2-TZVPD" charge=+1 smiles="CC1=[NH+][C@H](I)N[C@H](C)N1" gap_ev=9.26 e_lumo_ev=-3.74
C -1.20709 0.06413 0.08924
C 1.17447 -0.57966 0.19669
C 0.21472 1.35494 1.54333
C -2.54624 -0.21287 -0.48375
C 2.14766 -0.05618 -0.86254
N -0.17839 -0.62461 -0.34570
N 1.13756 0.11737 1.45883
N -1.05565 0.97891 1.03333
I 0.96201 3.17071 0.48775
H 1.45415 -1.61588 0.44267
H 0.15717 1.62716 2.59454
H -3.29162 0.49684 -0.14082
H -2.86356 -1.21643 -0.19995
H -2.50809 -0.17597 -1.57205
H 2.30503 -0.81265 -1.62748
H 3.10962 0.16108 -0.40607
H 1.77450 0.84617 -1.33701
H -0.32517 -1.26408 -1.11536
H 2.06249 0.34794 1.79714
H -1.85706 1.49883 1.36554

Name the most stable of them. #Q.

#P
14
Properties=species:S:1:pos:R:3 method="wB97M-V/def2-TZVPD" smiles="C/C=N/N1CC1" gap_ev=9.57 e_lumo_ev=1.06
C -2.49414 -0.07821 -0.04808
C -1.08658 -0.01630 0.01044
C 2.02011 -0.60460 0.42830
C 1.86840 0.70789 -0.35157
H -3.16226 -0.36361 0.80424
H -2.63095 0.96190 -0.35765
H -3.14461 -0.54193 -0.95260
H -0.78561 0.93602 0.75305
H 1.53486 -0.85222 1.29279
H 2.96757 -1.25101 0.15977
H 2.76822 0.91920 -0.99556
H 1.32980 1.35373 0.52254
N -0.31036 -0.74147 -0.58074
N 1.12554 -0.42939 -0.68492

#Q
14
Properties=species:S:1:pos:R:3 method="wB97M-V/def2-TZVPD" smiles=C1NC[C@H]2N[C@@H]12 gap_ev=9.89 e_lumo_ev=0.96
C 0.59647 -1.17283 -0.01949
C 0.51498 1.15134 -0.06414
C -1.02372 0.67492 0.28911
C -0.73527 -0.86270 0.18469
H 0.57499 -2.07611 -0.66728
H 0.82511 -1.46588 1.00650
H 2.23082 0.14404 -0.30703
H 0.79286 1.97306 -0.58829
H 0.94067 1.54246 0.89739
H -1.56017 1.44940 1.07352
H -1.47124 0.18024 -1.70573
H -1.09889 -1.40977 1.16358
N 1.14804 -0.01320 -0.56220
N -1.73465 -0.11499 -0.70062

Name the most stable of them. #Q.

#P
14
Properties=species:S:1:pos:R:3 method="wB97M-V/def2-TZVPD" smiles="[H]/N=C/NCC=C" gap_ev=10.02 e_lumo_ev=1.09
C -1.65850 1.16310 -1.21017
C -1.25679 -0.00459 -0.80208
C -0.78802 -0.31442 0.58856
C 1.69056 -0.20948 0.61753
H -1.91351 1.39405 -2.26563
H -1.60197 2.06827 -0.62633
H -1.27360 -0.87838 -1.52185
H -0.73004 0.57154 1.20075
H -1.59631 -0.97755 0.96675
H 0.67221 -1.91644 0.71142
H 1.54742 0.86013 0.56339
H 3.57980 -0.10176 0.53390
N 0.51451 -0.89311 0.75205
N 2.81424 -0.76137 0.49171

#Q
14
Properties=species:S:1:pos:R:3 method="wB97M-V/def2-TZVPD" smiles=CN[C@@H](C)C#N gap_ev=10.58 e_lumo_ev=0.94
C 1.88905 -0.03045 0.38835
N 0.53901 -0.53804 0.43575
C -0.41613 0.07915 -0.43173
C -1.74078 -0.76336 -0.35498
C -0.53925 1.57761 -0.13618
N -0.54577 2.70368 0.15260
H 2.28804 -0.18805 -0.61876
H 2.48986 -0.61292 1.08902
H 1.97815 1.03695 0.64035
H 0.16978 -0.48879 1.37855
H -0.04409 0.06576 -1.47328
H -2.34649 -0.07069 -0.92666
H -1.66392 -1.77006 -0.83538
H -2.05744 -1.00077 0.69234

Name the most stable of them. #Q.

#P
14
Properties=species:S:1:pos:R:3 method="wB97M-V/def2-TZVPD" gap_ev=9.43 e_lumo_ev=0.99
C -0.87555 1.26553 -0.01235
C -0.74054 -0.24823 -0.12045
C -1.84917 -0.99872 0.06427
C 1.75362 0.16468 -0.13893
H -0.69105 1.51697 1.08019
H -1.99367 1.53630 -0.23513
H -0.12392 1.80970 -0.63661
H -1.79400 -2.08089 0.03086
H -2.86948 -0.53855 0.17772
H 0.91649 -1.69165 -0.24791
H 1.51492 1.31318 -0.22441
H 3.17811 -1.22503 0.39286
N 0.59115 -0.67533 -0.23085
N 2.98307 -0.14796 0.10073

#Q
14
Properties=species:S:1:pos:R:3 method="wB97M-V/def2-TZVPD" smiles=CC[C@@H](N)C#N gap_ev=11.32 e_lumo_ev=0.96
C 0.99913 -0.04921 -1.53404
C 0.75681 0.39148 -0.08577
C -0.35106 -0.38781 0.63659
N -0.50107 0.10853 1.99673
C -1.61977 -0.31920 -0.13831
N -2.62499 -0.23369 -0.70593
H 0.09895 -0.48632 -1.97974
H 1.80128 -0.78996 -1.60164
H 1.28355 0.80129 -2.16018
H 1.66202 0.27149 0.51749
H 0.49190 1.45519 -0.04533
H -0.06511 -1.44524 0.69179
H -0.80675 1.07814 1.97471
H -1.21811 -0.41299 2.49204

#R
14
Properties=species:S:1:pos:R:3 method="wB97M-V/def2-TZVPD" gap_ev=8.55 e_lumo_ev=-0.09
C 1.38496 -1.04245 -0.14485
N 0.54974 -2.00236 0.46751
C -0.72449 1.88463 -0.15355
C -0.36355 2.98424 0.17570
H -0.49090 -1.48875 0.55262
H 0.41556 -2.78991 -0.16693
H 2.25268 -1.46696 -0.65047
H 1.70148 -0.28657 0.57445
H -0.01802 3.95240 0.41690
C -1.05831 0.53642 -0.47514
N -1.53160 -0.32511 0.38788
H -1.47077 0.01177 1.34836
H -1.34902 0.37212 -1.51236
H 0.70222 -0.33947 -0.82012

#S
14
Properties=species:S:1:pos:R:3 method="wB97M-V/def2-TZVPD" gap_ev="7.69 / 10.35" e_lumo_ev="-0.57 / -0.34"
C 1.52149 0.51233 -0.12365
C -0.61505 0.73254 1.18402
C -0.61776 0.52229 -1.40814
C 0.09011 0.50384 -0.04640
N 2.64881 0.32236 -0.15909
N 0.19445 -2.05162 0.39905
H -1.53100 0.25600 1.24379
H -0.10644 0.45890 2.00824
H -0.77192 1.74166 1.24368
H -1.58320 0.35589 -1.17776
H -0.06863 -0.28615 -2.11259
H -0.60434 1.47021 -1.75998
H 0.59967 -2.37132 -0.44925
H 0.84382 -2.16692 1.15808

Name the most stable of them. #Q.

#P
14
Properties=species:S:1:pos:R:3 method="wB97M-V/def2-TZVPD" smiles=CN(C)CC#N gap_ev=10.19 e_lumo_ev=0.87
C 0.94216 -0.65120 0.88026
N 0.55926 0.29933 -0.15033
C -0.10736 1.46667 0.39927
C -0.16997 -0.32065 -1.23306
C -1.34208 -1.13640 -0.81270
N -2.22002 -1.79811 -0.45178
H 1.54143 -0.13688 1.63723
H 1.55314 -1.44843 0.44336
H 0.07343 -1.11378 1.38146
H -1.04026 1.23100 0.94111
H -0.33952 2.17032 -0.40703
H 0.57543 1.96811 1.09304
H 0.49812 -0.98184 -1.79736
H -0.52377 0.45186 -1.92349

#Q
14
Properties=species:S:1:pos:R:3 method="wB97M-V/def2-TZVPD" gap_ev=9.52 e_lumo_ev=0.49
C 1.03124 -0.66480 1.05085
C 1.04709 0.48833 1.68381
C -1.53448 -1.04656 -1.34153
C -0.04283 1.50381 1.31445
N -0.42220 -0.68607 -0.82446
N 0.73569 -0.90466 -1.58037
H 1.89144 0.72582 2.29990
H -1.80050 -1.55338 -2.19684
H -2.28206 -0.77246 -0.68264
H 0.24963 2.20544 0.53200
H -0.31647 2.18574 2.00945
H -0.94555 1.10819 0.93512
H 1.60896 -0.80995 -1.05562
H 0.78004 -1.77946 -2.14412

Name the most stable of them. #P.

#P
12
Properties=species:S:1:pos:R:3 method="wB97M-V/def2-TZVPD" smiles="O=[Si](O)O.O[SiH3]" gap_ev=9.93 e_lumo_ev=-0.30
O 0.71068 -0.13482 -1.19229
O 2.72693 1.80675 -0.99822
O 3.17907 -0.83651 -0.65215
O -0.96620 0.75401 0.65110
Si -2.19993 -0.29948 0.68068
Si 2.20156 0.38933 -0.77899
H 0.10254 0.08788 -0.46647
H -1.09849 1.71951 0.88443
H 2.76231 -1.63125 -0.34690
H -3.48824 0.39863 0.48906
H -2.07477 -1.03298 2.08585
H -1.85546 -1.22107 -0.35609

#Q
12
Properties=species:S:1:pos:R:3 method="wB97M-V/def2-TZVPD" smiles=O[SiH](O)[SiH](O)O gap_ev=8.96 e_lumo_ev=0.33
O -2.00603 1.53886 -0.57739
O -1.98709 -1.13248 -0.00974
O 1.85666 -1.25304 0.03443
O 2.02162 1.08776 0.59207
Si -1.19071 0.32973 0.12202
Si 1.32739 0.24347 -0.53314
H -2.95429 1.46626 -0.73586
H -1.51210 -1.81861 0.46680
H 1.45812 -2.10326 -0.30380
H 2.31818 0.53752 1.28495
H -1.01668 0.40536 1.63954
H 1.68493 0.69842 -1.97989

Name the most stable of them. #Q.

#P
22
Properties=species:S:1:pos:R:3 method="wB97M-V/def2-TZVPD" smiles="CC[C@H](C)[C@H](N)C(=O)O" gap_ev=10.42 e_lumo_ev=0.51
C 1.21504 -0.19689 -0.91797
C 1.67594 0.85308 0.06100
C -0.06413 -0.59843 -0.10113
C -0.06136 -0.98645 1.39895
C -1.04604 0.58587 -0.21616
C -2.53663 0.27066 -0.24327
H 2.01157 -1.61523 0.06235
H 3.13897 -0.99942 -0.99063
H 0.89918 0.04835 -1.92801
H -0.62274 -1.39123 -0.70197
H 0.76130 -1.83446 1.86749
H -1.14002 -1.11761 1.55761
H 0.04522 0.13415 1.94185
H -0.79129 1.41232 0.56550
H -0.66343 1.10152 -1.18570
H -2.91639 -0.34047 -1.08349
H -2.97804 -0.31306 0.68774
H -3.09342 1.21004 -0.08496
H 0.66169 2.47467 -0.77554
N 1.95897 -1.32388 -0.94990
O 2.28360 0.47319 0.98687
O 1.26202 2.15329 0.04935

#Q
22
Properties=species:S:1:pos:R:3 method="wB97M-V/def2-TZVPD" smiles="C[C@@H](C(=O)O)C(C)(C)N" gap_ev=9.36 e_lumo_ev=0.79
C 0.69262 -0.22099 0.37147
C -0.37357 0.85771 -0.77060
C 0.22238 -0.96208 1.62862
C 1.21417 -1.26070 -0.62293
C -1.16687 0.37490 -1.94027
C -1.06082 0.99547 0.50909
N 1.80186 0.60961 0.77531
O -2.21188 0.25068 0.60850
O -0.88797 2.00473 1.22796
H -2.71749 0.60614 1.35449
H 0.30827 1.67867 -0.99247
H 1.48970 1.35372 1.38936
H 2.30731 1.00000 -0.00399
H -0.03267 -0.25831 2.42041
H -0.61794 -1.61488 1.40504
H 1.03878 -1.56097 2.03159
H 0.40757 -1.92317 -0.93484
H 1.67256 -0.79337 -1.49401
H 2.01259 -1.84679 -0.16715
H -1.93003 -0.36483 -1.70101
H -1.65786 1.20694 -2.44221
H -0.51070 -0.13246 -2.65236

#R
22
Properties=species:S:1:pos:R:3 method="wB97M-V/def2-TZVPD" smiles="CC(C)C[C@H](N)C(=O)O" gap_ev=10.26 e_lumo_ev=0.65
C -0.50846 0.36686 0.20689
C -1.95056 0.07022 0.04593
C 0.38453 -0.42118 -0.79856
C 1.86733 -0.24058 -0.63819
C 2.63872 -1.31600 0.10695
C 2.02530 1.18523 -0.12021
H -0.17847 1.01631 2.15062
H -0.43950 -0.59347 2.03892
H -0.44037 1.46919 -0.01722
H 0.12179 -1.62484 -0.88742
H 0.01503 -0.06182 -1.80293
H 2.34103 -0.15541 -1.80441
H 2.19499 -2.31578 -0.23543
H 2.54928 -0.94799 1.13963
H 3.74809 -1.40792 -0.15312
H 1.49521 1.12589 0.86216
H 3.10414 1.40629 -0.10103
H 1.59175 1.84206 -0.78868
H -3.30202 0.56198 -1.09509
N 0.09186 0.16468 1.60574
O -2.60694 -0.81341 0.51461
O -2.41620 0.89659 -0.93499

#S
22
Properties=species:S:1:pos:R:3 method="wB97M-V/def2-TZVPD" smiles=COCCNC[C@@H]1CO1 gap_ev=9.98 e_lumo_ev=0.98
C 2.52973 0.97889 0.86735
O 1.47778 1.05841 -0.06760
C 1.45722 -0.04363 -0.96833
C 0.87381 -1.31640 -0.38116
N -0.57874 -1.26674 -0.31630
C -1.09311 -0.36848 0.71728
C -1.85602 0.81876 0.08393
C -3.12908 0.48158 -0.68808
O -1.91436 0.88606 -1.29189
H 2.33931 1.73078 1.62991
H 2.57820 0.00422 1.35388
H 3.48551 1.22151 0.39517
H 0.84209 0.26318 -1.81022
H 2.47914 -0.22854 -1.31576
H 1.35336 -1.58796 0.56649
H 1.13699 -2.10419 -1.09052
H -0.93571 -2.18321 -0.08900
H -1.83728 -0.86649 1.33720
H -0.30592 0.08269 1.31812
H -1.84407 1.74870 0.64619
H -3.26586 -0.57737 -0.53578
H -3.79298 1.26821 -0.36087

Name the most stable of them. #Q.